Entry 1:
ORCA calculation (the ωB97M-V functional and the def2-TZVPD basis) on a molecular structure, C50H64N9S2SbSe4Sr.

Geometry as XYZ:
```
131
Properties=species:S:1:pos:R:3:mulliken_charge:R:1
Sr -0.26167 -0.51141 0.29566 2.08
C -4.60650 4.06418 2.95731 -1.17
C -4.34431 2.59127 3.28277 -1.15
C -2.93680 2.17689 2.96931 0.66
C -1.80770 2.18380 3.72544 0.60
C -1.53330 2.57772 5.14949 -0.12
C -2.73088 2.87364 6.04392 -1.61
C -0.72587 1.72310 2.84046 -0.27
N -1.21709 1.40870 1.63184 -0.03
C -2.53566 1.71488 1.63368 -0.10
C -3.34762 1.70595 0.50934 -0.71
C -3.00357 1.37449 -0.81557 -0.05
C -3.86723 1.59968 -1.96808 0.38
C -5.22985 2.21560 -1.92242 -1.19
C -5.19154 3.73571 -1.73869 -0.96
C -3.16449 1.18657 -3.05915 0.26
C -1.87247 0.73192 -2.56346 0.09
C -0.80439 0.34135 -3.37215 -1.14
C 0.53395 0.14061 -3.01101 0.04
N 1.00777 0.28173 -1.75148 -0.17
C 2.35357 0.23264 -1.81299 0.01
C 3.21540 0.54231 -0.74210 -1.18
C 2.88950 0.96004 0.54327 0.08
N 1.64407 0.96474 1.08271 0.24
C 1.72654 1.48686 2.31981 0.35
C 0.63729 1.73969 3.16774 -1.37
C 3.12151 1.81455 2.62307 0.46
C 3.84285 1.48635 1.51935 0.77
C 5.31008 1.65470 1.28489 -1.32
C 5.63928 2.89827 0.45415 -1.12
C 3.60141 2.43979 3.89396 -1.22
C 3.38631 3.95569 3.92512 -1.15
C 2.77755 -0.03137 -3.17920 0.65
C 1.63700 -0.08824 -3.92823 0.81
C 1.50858 -0.27279 -5.40834 -1.05
C 1.41303 1.05561 -6.16519 -0.99
C 4.19648 -0.15147 -3.64008 -1.34
C 4.86685 1.20662 -3.87078 -0.88
N -1.83823 0.83542 -1.20962 0.59
C -3.57046 1.25179 -4.49807 -1.12
C -3.11211 2.54188 -5.18416 -1.11
H -5.64818 4.33586 3.14589 0.35
H -4.38107 4.27009 1.90972 0.25
H -3.96728 4.71206 3.56103 0.30
H -5.02714 1.96677 2.70182 0.33
H -4.58211 2.39892 4.32728 0.50
H -0.86983 3.45069 5.14513 0.32
H -0.94961 1.77551 5.61209 0.33
H -3.33385 3.69615 5.65739 0.23
H -2.38913 3.15287 7.04285 0.48
H -3.37443 1.99906 6.14523 0.32
H -4.37178 2.03166 0.65580 0.19
H -5.80656 1.76821 -1.10705 0.33
H -5.76858 1.97842 -2.84432 0.35
H -4.66262 3.99786 -0.82146 0.14
H -6.19857 4.15781 -1.68951 0.38
H -4.66009 4.20800 -2.56702 0.24
H -1.02310 0.25683 -4.43281 0.28
H 4.27554 0.52176 -0.97504 0.40
H 0.88526 2.08630 4.16501 0.26
H 5.70191 0.76683 0.77964 0.33
H 5.82977 1.71408 2.24500 0.44
H 5.13947 2.85605 -0.51459 0.17
H 6.71449 2.99196 0.28464 0.40
H 5.29035 3.79923 0.96249 0.25
H 4.66383 2.22067 4.03195 0.52
H 3.08185 1.98470 4.74260 0.34
H 3.94397 4.43621 3.11904 0.24
H 3.71313 4.38715 4.87457 0.40
H 2.33141 4.19370 3.78133 0.24
H 0.62064 -0.87352 -5.62673 0.30
H 2.36241 -0.84403 -5.78299 0.51
H 0.55536 1.63345 -5.81692 0.07
H 1.30732 0.89584 -7.24123 0.42
H 2.30522 1.65997 -5.99355 0.21
H 4.23115 -0.73059 -4.56710 0.51
H 4.77262 -0.72059 -2.90546 0.33
H 4.34895 1.76345 -4.65391 0.22
H 5.91194 1.08849 -4.16654 0.40
H 4.83350 1.81268 -2.96419 0.05
H -4.65798 1.16535 -4.57657 0.53
H -3.15840 0.39325 -5.03575 0.37
H -3.55277 3.41208 -4.69435 0.21
H -3.39697 2.55934 -6.23934 0.38
H -2.02767 2.64299 -5.11706 0.22
C -6.03053 -2.46618 1.89873 -0.60
S -4.71394 -3.03736 2.98591 -0.17
C -3.23273 -2.46508 2.16085 0.41
S -3.29167 -1.65450 0.67890 -0.32
N -2.21995 -2.74252 2.93767 -1.60
N -0.99500 -2.44368 2.40128 1.38
C -0.06435 -2.32999 3.26920 -1.50
C 1.35530 -2.18908 2.88642 1.26
C 2.31127 -2.11830 3.89724 -1.10
C 3.65046 -2.11309 3.55306 -0.76
C 3.99743 -2.16179 2.21187 -0.90
C 2.97890 -2.18907 1.27219 -1.00
N 1.68590 -2.19537 1.58759 1.31
H -6.95280 -2.51923 2.47823 0.37
H -6.11483 -3.08606 1.00831 0.23
H -5.82969 -1.44150 1.59307 0.08
H -0.30029 -2.43267 4.32970 0.27
H 1.99302 -2.10304 4.93139 0.49
H 4.41873 -2.10126 4.31535 0.52
H 5.03005 -2.20432 1.89331 0.59
H 3.21688 -2.22764 0.21499 0.48
C 0.87236 -3.12861 -1.61276 1.48
C 1.02723 -4.46386 -2.38422 -1.20
N -0.26380 -5.15259 -2.47367 -0.20
C -1.21997 -4.27820 -3.15042 -0.90
C -1.38008 -2.93765 -2.39034 -0.33
N -0.53087 -2.92934 -1.19474 1.66
C -0.91694 -4.06583 -0.33862 0.03
C -0.73688 -5.39994 -1.10608 -0.80
H 1.16901 -2.27839 -2.23200 -0.91
H 1.48448 -3.13423 -0.71248 -0.60
H 1.74006 -5.12137 -1.88384 0.40
H 1.39258 -4.29022 -3.40048 0.32
H -2.17484 -4.80809 -3.21806 0.23
H -0.86251 -4.10920 -4.17088 0.42
H -2.40950 -2.77655 -2.06029 0.54
H -1.09541 -2.08928 -3.01499 -0.43
H -1.95455 -3.90827 -0.03817 0.20
H -0.30646 -4.03044 0.56288 -0.52
H -1.68016 -5.95065 -1.16435 0.30
H -0.00337 -6.04023 -0.61159 0.22
Se 2.91099 -7.73194 1.36025 -0.45
Sb 4.48692 -5.71802 1.49158 0.72
Se 5.81054 -5.62049 3.48449 -0.65
Se 5.16379 -4.86123 -0.63819 -0.61
Se 1.96554 -5.56669 1.82220 0.09
```

Computed properties:
Calculated total energy   -356737.1063 eV
Charge   -2
Lowest unoccupied orbital energy   0.130 Eh
HOMO energy   -2.2 eV
Energy above the lowest of the compared OMol25 structures with the same formula, charge and spin   0.000 eV

Entry 2:
ORCA calculation (the ωB97M-V functional and the def2-TZVPD basis) on a molecular structure, C50H66CsIO2Sb2Se.

Geometry as XYZ:
```
123
Properties=species:S:1:pos:R:3:mulliken_charge:R:1
Cs -0.34308 1.07574 -0.35104 1.31
C -3.41149 -0.92092 7.08068 -2.06
C -4.49304 -0.77386 6.00963 2.02
C -5.39030 -2.01958 6.06710 -1.78
C -5.33766 0.46086 6.35702 -1.51
C -3.89619 -0.61967 4.61198 -0.25
C -2.53427 -0.58825 4.35527 0.30
C -2.03185 -0.41061 3.06868 -0.36
Se -0.13173 -0.25368 2.85250 0.69
C 0.02369 1.67390 3.00366 0.87
C -0.84288 2.33184 3.85375 0.77
C -0.81715 3.71225 4.01093 -0.61
C 0.16089 4.40079 3.29772 -0.29
C 1.06489 3.78152 2.43764 -0.68
C 1.01258 2.36203 2.23394 -1.19
O 1.76167 1.74971 1.36794 -0.84
C 2.09283 4.61199 1.66173 2.63
C 2.08698 6.08986 2.06761 -2.47
C 3.50768 4.07523 1.92852 -1.53
C 1.79272 4.56112 0.15678 -1.36
C -1.87387 4.38077 4.88781 2.38
C -1.69065 5.89768 4.95858 -2.44
C -1.80597 3.82338 6.31700 -1.56
C -3.26822 4.08882 4.31271 -1.49
C -2.88489 -0.28681 1.92526 -0.15
O -2.43004 -0.15540 0.73875 -0.68
C -4.30460 -0.31127 2.20556 -0.20
C -4.74426 -0.47093 3.50499 -0.10
C -5.29216 -0.14346 1.04996 2.38
C -5.07854 1.22093 0.37470 -1.68
C -6.74802 -0.20153 1.52211 -2.33
C -5.09669 -1.26682 0.01870 -1.64
H -3.87637 -1.03610 8.06404 0.46
H -2.76347 -0.04252 7.11399 0.23
H -2.78641 -1.79675 6.89481 0.37
H -5.83550 -2.13322 7.06146 0.47
H -4.80813 -2.91575 5.84180 0.37
H -6.19974 -1.95689 5.33760 0.26
H -5.78527 0.36025 7.35173 0.48
H -6.14282 0.60279 5.63368 0.30
H -4.71692 1.35983 6.34397 0.18
H -1.81528 -0.68013 5.15981 0.21
H -1.58427 1.74425 4.38156 -0.33
H 0.21088 5.47452 3.40401 0.40
H 2.28760 6.21693 3.13469 0.45
H 1.13507 6.57228 1.83322 0.43
H 2.86952 6.61363 1.51167 0.45
H 3.76086 4.18963 2.98668 0.38
H 4.24367 4.62967 1.33635 0.45
H 3.55506 3.02043 1.66929 -0.10
H 0.80910 4.98936 -0.05232 0.24
H 1.80001 3.53926 -0.21708 -0.03
H 2.54095 5.13788 -0.39779 0.51
H -0.71517 6.16137 5.37453 0.40
H -2.46288 6.33390 5.59886 0.45
H -1.77535 6.35516 3.97050 0.39
H -0.82660 4.02170 6.75901 0.35
H -1.96545 2.74349 6.32748 0.03
H -2.57423 4.28466 6.94728 0.47
H -3.35009 4.48678 3.29880 0.33
H -4.04855 4.54564 4.93141 0.48
H -3.45624 3.01425 4.26111 0.16
H -5.81432 -0.47956 3.68666 0.32
H -5.24692 2.02872 1.09273 0.25
H -5.78170 1.34546 -0.45579 0.43
H -4.06474 1.30041 -0.00947 0.38
H -6.97595 0.59778 2.23286 0.36
H -6.98484 -1.16021 1.99196 0.39
H -7.40629 -0.07882 0.65818 0.47
H -4.07511 -1.25873 -0.35579 0.21
H -5.78677 -1.13246 -0.82080 0.46
H -5.29945 -2.23954 0.47697 0.32
C 4.97425 0.26232 0.82859 -1.13
Sb 3.07347 -0.63613 0.34954 0.45
C 2.89997 0.46119 -1.50271 -0.97
C 3.98281 -2.33779 -0.76073 -1.75
C 4.15294 -3.56703 0.07247 0.86
C 5.23339 -3.61533 0.96349 -0.64
C 5.46892 -4.69880 1.79025 -0.71
C 4.61389 -5.79148 1.74157 -0.59
C 3.54017 -5.76434 0.87116 -0.36
C 3.27717 -4.67314 0.03557 1.00
C 2.06881 -4.74980 -0.84796 -2.03
Sb 0.13247 -4.48190 0.16386 0.69
C 0.88566 -3.78273 2.03911 -0.93
C -0.28881 -2.57793 -0.72552 -0.19
H 5.48090 -0.29707 1.61592 0.35
H 4.78432 1.27434 1.18423 0.12
H 5.60496 0.29941 -0.06117 0.41
H 3.75580 0.17716 -2.11815 0.57
H 2.92641 1.53301 -1.30163 0.28
H 1.98689 0.22396 -2.05621 0.06
H 4.94854 -1.98043 -1.12602 0.63
H 3.34349 -2.49657 -1.62912 0.49
H 5.90454 -2.76297 0.99686 0.31
H 6.31439 -4.69059 2.46782 0.38
H 4.77836 -6.65220 2.37874 0.37
H 2.86393 -6.61348 0.83326 0.35
H 2.01583 -5.73946 -1.30394 0.56
H 2.08639 -4.01792 -1.65377 0.45
H 1.42569 -4.58405 2.54211 0.39
H 0.03711 -3.47685 2.65295 0.31
H 1.54333 -2.92433 1.90318 0.03
H -0.60868 -2.72308 -1.75771 0.39
H 0.61507 -1.96725 -0.71320 -0.30
H -1.07937 -2.06073 -0.17619 -0.08
I -1.89379 4.08806 -2.19204 0.14
C -0.63265 4.00455 -3.87957 -0.17
C -0.31241 5.18928 -4.48290 -0.67
C 0.52053 5.19022 -5.62152 -0.40
C 0.99553 4.00944 -6.11667 -0.86
C 0.66722 2.77490 -5.49984 1.16
C 1.15909 1.55405 -6.01625 -0.83
C 0.82702 0.38044 -5.39840 -0.68
C 0.00725 0.38198 -4.24480 -0.50
C -0.51816 1.52178 -3.65396 -0.86
C -0.16769 2.73708 -4.33432 1.00
H -0.69191 6.12288 -4.08865 0.36
H 0.77718 6.13188 -6.09304 0.35
H 1.63717 3.99640 -6.99294 0.30
H 1.79545 1.57239 -6.89567 0.29
H 1.20375 -0.56042 -5.79299 0.35
H -0.20244 -0.59546 -3.80439 0.28
```

Computed properties:
Calculated total energy   -144087.6781 eV
Charge   -2
Lowest unoccupied orbital energy   0.139 Eh
HOMO energy   -1.9 eV
Energy above the lowest of the compared OMol25 structures with the same formula, charge and spin   0.188 eV

Entry 3:
ORCA calculation (the ωB97M-V functional and the def2-TZVPD basis) on 7 unconnected molecules or ions with the total composition C50H75ClFN2O17PS7.

Geometry as XYZ:
```
154
Properties=species:S:1:pos:R:3:mulliken_charge:R:1
C -1.60897 5.58428 7.71513 -0.35
C -0.51226 5.07229 7.16907 -0.14
C 0.69923 4.63815 6.17290 -0.71
C 0.24380 3.61430 5.02241 -0.08
C 0.87131 2.13545 5.02813 0.32
N 1.86508 1.84363 6.08279 -0.63
C 0.48943 1.03100 3.93139 0.06
C 1.19758 -0.43245 3.96617 -1.21
S 2.96135 -0.23942 3.32303 -0.11
C 4.03973 -1.61245 3.98692 -0.15
C 5.31572 -0.96641 4.78597 -0.46
C -0.59630 1.41534 2.81566 0.14
C -1.03203 0.30656 1.69402 -1.09
C -0.10674 0.59489 0.40165 0.88
C -0.22281 -0.55066 -0.74792 -1.10
F 1.32731 0.69241 0.74928 -0.39
C -1.22060 2.89022 2.80923 0.06
C -0.80179 4.00957 3.88139 0.12
C -1.45113 5.50102 3.77104 0.60
O -0.81609 6.51525 4.22093 -0.54
C -2.86361 5.72225 3.05568 0.63
C -3.32134 4.61695 1.99635 0.28
C -4.66928 4.72771 1.20240 -0.75
C -5.65334 5.97566 1.41687 0.16
C -6.98896 5.99380 0.51826 -0.14
C -8.29975 5.40336 1.27095 0.16
N -8.69683 5.73329 2.49833 -0.73
C -5.21148 7.08164 2.44880 0.16
Cl -6.31327 8.56203 2.66998 -0.10
C -3.83391 6.94055 3.25901 0.05
C -3.48184 8.11334 4.30083 -1.01
P -2.65059 9.52038 3.29397 0.99
O -3.65941 10.68839 3.03660 -0.69
O -2.20432 8.90813 1.75677 -0.54
O -1.22973 10.08128 4.06196 -0.49
C -2.31790 3.36292 1.72169 0.24
O -2.45717 2.80860 0.55923 -0.59
H -2.64688 5.72314 8.19479 0.34
H 1.09376 5.61020 5.66048 0.29
H 1.54947 4.26649 6.84833 0.40
H 1.41003 2.11645 6.97323 0.27
H 2.07966 0.83691 6.16721 0.27
H 0.60766 -1.24063 3.40380 0.28
H 1.24481 -0.75223 5.07559 0.52
H 3.50080 -2.29749 4.74335 0.33
H 4.41897 -2.22149 3.07947 -0.03
H 6.08807 -1.80258 5.02788 -0.11
H 5.78630 -0.16237 4.09743 0.27
H 4.98666 -0.43966 5.75893 0.32
H -0.96710 -0.77200 2.08427 0.52
H -2.14945 0.47559 1.40550 0.35
H -0.34922 1.59872 -0.12853 0.07
H -0.27711 -0.01452 -1.78288 0.23
H -1.10307 -1.27395 -0.57494 0.33
H 0.77731 -1.14136 -0.77036 0.19
H -4.94704 3.90148 0.45153 -0.02
H -7.19528 7.02487 0.01248 0.41
H -6.78519 5.26719 -0.37353 -0.44
H -8.96239 4.64123 0.70164 0.35
H -8.00172 6.40090 2.88695 0.33
H -4.46869 8.56725 4.72523 0.53
H -2.81581 7.76526 5.18451 0.34
H -2.82669 9.20834 1.04902 0.34
H -0.56227 10.28375 3.34516 0.32
C -5.61571 1.57828 -4.01197 -0.59
C -5.38230 0.89997 -2.66134 -0.78
C -5.57668 1.95981 -1.57593 -0.39
S -6.72512 3.15690 -2.24585 1.27
O -6.03469 4.41740 -2.40644 -0.66
O -7.98698 3.05136 -1.54521 -0.71
C -6.89117 2.39454 -3.84958 -0.74
H -5.70568 0.85006 -4.82127 0.37
H -4.77399 2.23982 -4.24345 0.29
H -6.11365 0.09575 -2.52642 0.26
H -4.38759 0.45162 -2.60069 0.32
H -5.99327 1.52972 -0.66347 0.49
H -4.64143 2.47749 -1.35022 0.23
H -7.01143 3.16078 -4.61572 0.41
H -7.77156 1.74775 -3.82224 0.33
C 2.35326 -0.59474 -5.69906 -0.74
C 3.59062 -0.88442 -4.84781 -0.66
C 3.12698 -1.65927 -3.61377 -0.55
S 1.65227 -2.54545 -4.10515 1.17
O 0.52931 -2.01748 -3.36329 -0.56
O 1.94383 -3.96235 -4.16096 -0.73
C 1.58222 -1.90595 -5.76776 -0.48
H 2.62139 -0.23459 -6.69494 0.34
H 1.74279 0.17433 -5.21349 0.36
H 4.29421 -1.49536 -5.42384 0.27
H 4.11056 0.03421 -4.56415 0.36
H 3.88258 -2.37154 -3.27830 0.35
H 2.86054 -0.98661 -2.79557 0.27
H 0.54662 -1.77854 -6.07381 0.44
H 2.08266 -2.62269 -6.42227 0.20
C -1.13206 -5.92104 -7.90267 -0.55
C -2.05254 -5.49239 -9.04662 -0.52
C -1.78883 -4.01091 -9.31711 -0.47
S -0.09418 -3.70815 -8.83267 1.07
O -0.09266 -2.80910 -7.69977 -0.55
O 0.70323 -3.46309 -10.01412 -0.73
C 0.24072 -5.35816 -8.24402 -0.75
H -1.10355 -7.00740 -7.79011 0.40
H -1.48959 -5.49195 -6.96026 0.25
H -1.81781 -6.07819 -9.94209 0.33
H -3.10440 -5.66783 -8.80675 0.19
H -1.91267 -3.76648 -10.37328 0.34
H -2.43374 -3.37256 -8.70935 0.20
H 0.91430 -5.31899 -7.38730 0.42
H 0.70321 -5.91675 -9.06145 0.35
C 8.91542 -4.14230 0.58646 -0.63
C 7.72937 -3.52736 -0.15819 -0.65
C 6.57606 -3.40340 0.83858 -0.68
S 7.32674 -3.22828 2.45276 1.26
O 6.99474 -4.39222 3.24392 -0.73
O 7.11323 -1.88175 2.93405 -0.59
C 9.01629 -3.38209 1.90188 -0.75
H 9.83957 -4.06855 0.00855 0.36
H 8.72054 -5.20265 0.77999 0.29
H 8.00623 -2.53373 -0.52686 0.30
H 7.43953 -4.12875 -1.02349 0.33
H 5.95657 -2.52931 0.63076 0.32
H 5.95788 -4.30352 0.84909 0.41
H 9.60777 -3.90310 2.65501 0.40
H 9.40929 -2.37458 1.74507 0.37
C -6.58019 -5.78108 -5.64087 -0.67
C -7.50047 -5.35368 -6.78534 -0.61
C -7.23609 -3.87214 -7.05785 -0.65
S -5.54104 -3.56931 -6.57357 1.14
O -5.53912 -2.66898 -5.44339 -0.64
O -4.74354 -3.32610 -7.75624 -0.65
C -5.20717 -5.21896 -5.98299 -0.51
H -6.55204 -6.86718 -5.52702 0.35
H -6.93755 -5.35087 -4.69916 0.30
H -7.26589 -5.94059 -7.68002 0.29
H -8.55213 -5.52871 -6.54529 0.32
H -7.35966 -3.62893 -8.11436 0.34
H -7.88032 -3.23258 -6.45107 0.36
H -4.53360 -5.17888 -5.12665 0.45
H -4.74501 -5.77900 -6.79985 0.16
C 8.69769 -2.91454 9.57185 -0.57
C 9.02596 -3.70478 8.30394 -0.73
C 8.31379 -3.01777 7.13767 -0.43
S 8.16322 -1.29366 7.58983 1.18
O 6.76156 -0.98107 7.75049 -0.61
O 9.04024 -0.50403 6.75446 -0.70
C 8.89632 -1.44922 9.20843 -0.73
H 9.33340 -3.20979 10.40987 0.36
H 7.65546 -3.09203 9.85821 0.28
H 10.10825 -3.68971 8.13534 0.32
H 8.72238 -4.75117 8.38976 0.32
H 8.88540 -3.10066 6.21199 0.23
H 7.30841 -3.41794 6.99113 0.36
H 8.41161 -0.76437 9.90443 0.39
H 9.95799 -1.20634 9.11890 0.33
```

Computed properties:
Calculated total energy   -191212.9647 eV
Lowest unoccupied orbital energy   -0.046 Eh
HOMO energy   -8.1 eV
SMILES string   [H]/N=C\Cc1cc2c(c(CP(=O)(O)O)c1Cl)C(=O)c1c(CC#C)c(N)c(CSCC)c(C[C@H](C)F)c1C2=O.O=S1(=O)CCCC1.O=S1(=O)CCCC1.O=S1(=O)CCCC1.O=S1(=O)CCCC1.O=S1(=O)CCCC1.O=S1(=O)CCCC1

The records above give, respectively, Kohn-Sham gap values of 5.7; 5.7; 6.9 eV.